One molecule with the formula C5H8N2 in a non-equilibrium geometry. Source: the OMol25 dataset; level of theory: wB97M-V/def2-TZVPD.

HOMO-LUMO gap: 10.8 eV
total charge: 0
HOMO energy: -9.9 eV
LUMO level: 0.033 hartree
relative energy (zero: lowest compared OMol25 entry of this formula, charge and spin): 156.5 kJ/mol
structure (SMILES): C[C@@]1(CC#N)CN1

Bonds (Å) are listed after each position.
Atoms and positions in Å:
1 C -0.243 -1.138 0.733  C2 1.522, H8 1.097, H9 1.088, H10 1.103
2 C 0.292 0.127 0.080  C1 1.522, C3 1.539, C6 1.486, N7 1.462
3 C -0.196 0.218 -1.376  C2 1.539, C4 1.469, H11 1.097, H12 1.094
4 C -1.506 -0.443 -1.457  C3 1.469, N5 1.157
5 N -2.525 -0.989 -1.390  C4 1.157
6 C 0.558 1.359 0.869  C2 1.486, N7 1.461, H13 1.090, H14 1.089
7 N 1.661 0.596 0.291  C2 1.462, C6 1.461, H15 1.018
8 H 0.379 -1.996 0.448  C1 1.097
9 H -0.312 -1.061 1.816  C1 1.088
10 H -1.263 -1.347 0.367  C1 1.103
11 H 0.510 -0.292 -2.042  C3 1.097
12 H -0.310 1.248 -1.728  C3 1.094
13 H 0.398 1.312 1.946  C6 1.090
14 H 0.415 2.348 0.435  C6 1.089
15 H 2.143 0.058 1.009  N7 1.018

Atomic partial charges in e from the natural (NBO) method, atoms 1 to 2: number 1, C, carries -0.645; number 2, C, carries 0.088



One molecule with the formula C5H8N2. Source: the OMol25 dataset; level of theory: wB97M-V/def2-TZVPD.

HOMO-LUMO gap: 8.1 eV
total charge: 0
HOMO energy: -7.7 eV
LUMO level: 0.015 hartree
relative energy (zero: lowest compared OMol25 entry of this formula, charge and spin): 346.7 kJ/mol

Bonds (Å) are listed after each position.
Atoms and positions in Å:
1 C -2.359 -0.275 0.077  C2 1.515, H8 1.094, H9 1.092, H10 1.095
2 C -0.939 0.237 -0.049  C1 1.515, C3 1.398, C7 1.361
3 C -0.810 1.467 -0.702  C2 1.398, H11 1.108
4 N 1.448 1.264 -0.315  C5 1.303, H12 1.027
5 C 1.415 0.018 0.064  N4 1.303, N6 1.387, C7 1.430
6 N 2.492 -0.837 0.248  C5 1.387, H13 1.010, H14 1.009
7 C 0.120 -0.532 0.324  C2 1.361, C5 1.430, H15 1.080
8 H -2.546 -0.995 -0.726  C1 1.094
9 H -2.462 -0.782 1.039  C1 1.092
10 H -3.124 0.506 0.010  C1 1.095
11 H -1.278 2.300 -0.142  C3 1.108
12 H 2.386 1.551 -0.621  N4 1.027
13 H 2.271 -1.818 0.159  N6 1.010
14 H 3.395 -0.596 -0.131  N6 1.009
15 H -0.009 -1.509 0.765  C7 1.080

Atomic partial charges in e from the natural (NBO) method, atoms 1 to 2: number 1, C, carries -0.623; number 2, C, carries -0.081



One molecule with the formula C5H8N2. Source: the OMol25 dataset; level of theory: wB97M-V/def2-TZVPD.

HOMO-LUMO gap: 9.9 eV
total charge: 0
HOMO energy: -9.0 eV
LUMO level: 0.035 hartree
relative energy (zero: lowest compared OMol25 entry of this formula, charge and spin): 233.0 kJ/mol
structure (SMILES): C1=NCN2CC[C@H]12

Bonds (Å) are listed after each position.
Atoms and positions in Å:
1 C -0.336 0.263 1.843  N2 1.273, C7 1.515, H8 1.091
2 N -1.245 -0.604 1.635  C1 1.273, C3 1.462
3 C -1.224 -0.812 0.188  N2 1.462, N4 1.476, H9 1.102, H10 1.088
4 N -0.815 0.482 -0.394  C3 1.476, C5 1.481, C7 1.480
5 C 0.181 0.264 -1.468  N4 1.481, C6 1.542, H11 1.094, H12 1.093
6 C 1.289 -0.052 -0.444  C5 1.542, C7 1.627, H13 1.088, H14 1.101
7 C 0.289 0.754 0.553  C1 1.515, N4 1.480, C6 1.627, H15 1.098
8 H -0.126 0.633 2.847  C1 1.091
9 H -0.426 -1.553 0.023  C3 1.102
10 H -2.159 -1.194 -0.214  C3 1.088
11 H -0.134 -0.488 -2.199  C5 1.094
12 H 0.373 1.209 -1.984  C5 1.093
13 H 2.261 0.423 -0.565  C6 1.088
14 H 1.482 -1.135 -0.396  C6 1.101
15 H 0.591 1.810 0.575  C7 1.098

Atomic partial charges in e from the natural (NBO) method, atoms 1 to 2: number 1, C, carries 0.087; number 2, N, carries -0.362



A 2-piece molecular cluster, C5H8N2 overall. Source: the OMol25 dataset; level of theory: wB97M-V/def2-TZVPD.

HOMO-LUMO gap: 8.9 eV
total charge: 0
HOMO energy: -8.3 eV
LUMO level: 0.024 hartree
relative energy (zero: lowest compared OMol25 entry of this formula, charge and spin): 399.7 kJ/mol

Bonds (Å) are listed after each position.
Atoms and positions in Å:
1 C 0.642 -1.987 -0.454  C2 1.497, H8 1.094, H9 1.096, H10 1.096
2 C -0.021 -0.715 -0.028  C1 1.497, C3 1.455, C7 1.364
3 C -0.589 0.257 -0.950  C2 1.455, N4 1.432, H11 1.090
4 N -1.454 1.060 -0.141  C3 1.432, C5 1.396, H12 1.016
5 C -0.599 1.154 0.959  N4 1.396, N6 1.344, C7 1.446
6 N 0.213 2.193 0.699  C5 1.344, H13 1.020
7 C -0.080 -0.170 1.221  C2 1.364, C5 1.446, H15 1.083
8 H 1.206 -2.437 0.368  C1 1.094
9 H -0.096 -2.719 -0.802  C1 1.096
10 H 1.334 -1.801 -1.283  C1 1.096
11 H -0.919 -0.030 -1.949  C3 1.090
12 H -1.601 1.990 -0.525  N4 1.016
13 H 1.033 2.191 1.306  N6 1.020
14 H 0.471 1.498 -0.526  no bonds
15 H 0.459 -0.485 2.106  C7 1.083

Atomic partial charges in e from the natural (NBO) method, atoms 1 to 2: number 1, C, carries -0.635; number 2, C, carries 0.001



One molecule with the formula C5H8N2. Source: the OMol25 dataset; level of theory: wB97M-V/def2-TZVPD.

HOMO-LUMO gap: 7.8 eV
total charge: 0
HOMO energy: -7.2 eV
LUMO level: 0.024 hartree
relative energy (zero: lowest compared OMol25 entry of this formula, charge and spin): 427.4 kJ/mol

Bonds (Å) are listed after each position.
Atoms and positions in Å:
1 C -0.588 -2.199 1.718  N2 1.442, H8 1.104, H9 1.097, H10 1.097
2 N -0.170 -1.112 0.866  C1 1.442, C3 1.276
3 C -1.060 -0.278 0.491  N2 1.276, C4 1.452, H11 1.104
4 C -0.764 0.830 -0.399  C3 1.452, C5 1.348, H12 1.084
5 C 0.474 0.922 -0.925  C4 1.348, N6 1.485, C7 1.353
6 N 1.135 1.960 -1.756  C5 1.485, C7 1.536, H13 1.019, H14 1.015
7 C 1.754 0.644 -1.262  C5 1.353, N6 1.536, H15 1.082
8 H -1.661 -2.177 1.976  C1 1.104
9 H -0.372 -3.154 1.224  C1 1.097
10 H -0.008 -2.184 2.650  C1 1.097
11 H -2.108 -0.370 0.824  C3 1.104
12 H -1.537 1.540 -0.671  C4 1.084
13 H 1.276 2.860 -1.299  N6 1.019
14 H 0.940 2.035 -2.749  N6 1.015
15 H 2.647 0.687 -0.654  C7 1.082

Atomic partial charges in e from the natural (NBO) method, atoms 1 to 2: number 1, C, carries -0.426; number 2, N, carries -0.448



One molecule with the formula C5H8N2. Source: the OMol25 dataset; level of theory: wB97M-V/def2-TZVPD.

HOMO-LUMO gap: 10.0 eV
total charge: 0
HOMO energy: -8.9 eV
LUMO level: 0.039 hartree
relative energy (zero: lowest compared OMol25 entry of this formula, charge and spin): 47.1 kJ/mol
structure (SMILES): Cc1ccn(C)n1

Bonds (Å) are listed after each position.
Atoms and positions in Å:
1 C -2.425 -0.543 0.313  C2 1.500, H8 1.093, H9 1.093, H10 1.095
2 C -1.050 0.009 0.083  C1 1.500, C3 1.415, N7 1.326
3 C -0.625 1.339 -0.143  C2 1.415, C4 1.378, H11 1.081
4 C 0.747 1.254 -0.246  C3 1.378, N5 1.351, H12 1.082
5 N 1.067 -0.049 -0.084  C4 1.351, C6 1.442, N7 1.340
6 C 2.354 -0.697 -0.130  N5 1.442, H13 1.092, H14 1.094, H15 1.087
7 N -0.013 -0.818 0.108  C2 1.326, N5 1.340
8 H -2.519 -1.515 -0.179  C1 1.093
9 H -3.200 0.127 -0.067  C1 1.093
10 H -2.612 -0.698 1.381  C1 1.095
11 H -1.232 2.231 -0.208  C3 1.081
12 H 1.505 2.006 -0.423  C4 1.082
13 H 3.058 -0.237 0.567  C6 1.092
14 H 2.777 -0.684 -1.139  C6 1.094
15 H 2.167 -1.725 0.167  C6 1.087

Atomic partial charges in e from the natural (NBO) method, atoms 1 to 2: number 1, C, carries -0.636; number 2, C, carries 0.129



One molecule with the formula C5H8N2 in a non-equilibrium geometry. Source: the OMol25 dataset; level of theory: wB97M-V/def2-TZVPD.

HOMO-LUMO gap (spin up / spin down): 8.4 / 8.4 eV
total charge: 0
HOMO energy (spin up / spin down): -8.8 / -8.8 eV
LUMO level (spin up / spin down): -0.017 / -0.017 hartree
relative energy (zero: lowest compared OMol25 entry of this formula, charge and spin): 394.3 kJ/mol

Bonds (Å) are listed after each position.
Atoms and positions in Å:
1 C 0.432 -0.520 -2.111  N6 1.156, N7 1.270
2 C 0.634 0.562 1.170  C3 1.485, C4 1.594, H8 1.070, H9 1.116
3 C 1.558 1.032 0.107  C2 1.485, H10 1.092, H11 1.080
4 C -0.277 -0.443 0.332  C2 1.594, C5 1.532, N7 1.477, H12 1.082
5 C -1.803 -0.544 0.244  C4 1.532, H13 1.161, H14 1.058, H15 1.161
6 N 0.768 -0.966 -3.124  C1 1.156
7 N 0.192 0.024 -0.989  C1 1.270, C4 1.477
8 H 1.174 -0.009 1.896  C2 1.070
9 H -0.062 1.314 1.611  C2 1.116
10 H 1.427 2.106 -0.040  C3 1.092
11 H 2.422 0.384 0.060  C3 1.080
12 H 0.149 -1.429 0.464  C4 1.082
13 H -2.224 0.538 0.245  C5 1.161
14 H -2.436 -1.031 0.939  C5 1.058
15 H -1.954 -1.017 -0.806  C5 1.161

Atomic partial charges in e from the natural (NBO) method, atoms 1 to 2: number 1, C, carries 0.389; number 2, C, carries -0.470



One molecule with the formula C5H8N2 in a non-equilibrium geometry. Source: the OMol25 dataset; level of theory: wB97M-V/def2-TZVPD.

HOMO-LUMO gap: 9.6 eV
total charge: 0
HOMO energy: -8.7 eV
LUMO level: 0.034 hartree
relative energy (zero: lowest compared OMol25 entry of this formula, charge and spin): 72.7 kJ/mol
structure (SMILES): CCc1cnc[nH]1

Bonds (Å) are listed after each position.
Atoms and positions in Å:
1 C -0.665 1.474 -2.094  C2 1.544, H8 1.093, H9 1.083, H10 1.101
2 C -0.575 1.473 -0.553  C1 1.544, C3 1.482, H11 1.095, H12 1.081
3 C 0.111 0.323 0.083  C2 1.482, C4 1.352, N7 1.416
4 C 0.993 -0.633 -0.288  C3 1.352, N5 1.382, H13 1.078
5 N 1.067 -1.672 0.620  C4 1.382, C6 1.303
6 C 0.136 -1.391 1.487  N5 1.303, N7 1.376, H14 1.077
7 N -0.509 -0.201 1.243  C3 1.416, C6 1.376, H15 1.021
8 H 0.096 2.151 -2.493  C1 1.093
9 H -1.672 1.591 -2.474  C1 1.083
10 H -0.262 0.558 -2.554  C1 1.101
11 H -0.079 2.421 -0.322  C2 1.095
12 H -1.579 1.552 -0.159  C2 1.081
13 H 1.602 -0.495 -1.168  C4 1.078
14 H 0.008 -1.916 2.419  C6 1.077
15 H -1.477 -0.262 1.560  N7 1.021

Atomic partial charges in e from the natural (NBO) method, atoms 1 to 2: number 1, C, carries -0.613; number 2, C, carries -0.437



One molecule with the formula C5H8N2. Source: the OMol25 dataset; level of theory: wB97M-V/def2-TZVPD.

HOMO-LUMO gap: 10.0 eV
total charge: 0
HOMO energy: -9.0 eV
LUMO level: 0.035 hartree
relative energy (zero: lowest compared OMol25 entry of this formula, charge and spin): 187.2 kJ/mol
structure (SMILES): [H]/N=C(\N)C=C=CC

Bonds (Å) are listed after each position.
Atoms and positions in Å:
1 H -1.440 -0.145 -3.108  N2 1.023
2 N -1.216 -0.386 -2.139  H1 1.023, C3 1.275
3 C -0.899 0.655 -1.476  N2 1.275, N4 1.392, C5 1.485
4 N -0.937 1.970 -1.930  C3 1.392, H9 1.010, H10 1.010
5 C -0.637 0.533 -0.020  C3 1.485, C6 1.309, H11 1.089
6 C -0.168 -0.528 0.587  C5 1.309, C7 1.304
7 C 0.337 -1.435 1.377  C6 1.304, C8 1.511, H12 1.091
8 C 1.643 -1.166 2.088  C7 1.511, H13 1.089, H14 1.095, H15 1.090
9 H -0.264 2.616 -1.542  N4 1.010
10 H -1.081 2.086 -2.924  N4 1.010
11 H -0.986 1.350 0.610  C5 1.089
12 H -0.257 -2.312 1.639  C7 1.091
13 H 2.503 -1.193 1.419  C8 1.089
14 H 1.596 -0.164 2.526  C8 1.095
15 H 1.806 -1.882 2.893  C8 1.090

Atomic partial charges in e from the natural (NBO) method, atoms 1 to 2: number 1, H, carries 0.321; number 2, N, carries -0.681



One molecule with the formula C5H8N2. Source: the OMol25 dataset; level of theory: wB97M-V/def2-TZVPD.

HOMO-LUMO gap: 9.4 eV
total charge: 0
HOMO energy: -8.6 eV
LUMO level: 0.032 hartree
relative energy (zero: lowest compared OMol25 entry of this formula, charge and spin): 251.1 kJ/mol
structure (SMILES): CC=C=N/C=N/C

Bonds (Å) are listed after each position.
Atoms and positions in Å:
1 C -2.165 0.525 -2.109  C2 1.510, H8 1.096, H9 1.094, H10 1.085
2 C -1.088 -0.345 -1.507  C1 1.510, C3 1.297, H11 1.086
3 C -0.983 -0.212 -0.221  C2 1.297, N4 1.231
4 N -0.978 -0.016 0.994  C3 1.231, C5 1.403
5 C 0.301 0.193 1.530  N4 1.403, N6 1.265, H12 1.093
6 N 1.278 -0.342 0.931  C5 1.265, C7 1.434
7 C 2.574 -0.343 1.546  N6 1.434, H13 1.094, H14 1.099, H15 1.095
8 H -3.112 0.296 -1.607  C1 1.096
9 H -1.969 1.594 -1.981  C1 1.094
10 H -2.261 0.291 -3.165  C1 1.085
11 H -0.643 -1.201 -2.006  C2 1.086
12 H 0.324 0.693 2.501  C5 1.093
13 H 3.246 0.303 0.974  C7 1.094
14 H 2.561 -0.026 2.598  C7 1.099
15 H 2.966 -1.364 1.485  C7 1.095

Atomic partial charges in e from the natural (NBO) method, atoms 1 to 2: number 1, C, carries -0.608; number 2, C, carries -0.425



One molecule with the formula C5H8N2 in a non-equilibrium geometry. Source: the OMol25 dataset; level of theory: wB97M-V/def2-TZVPD.

HOMO-LUMO gap: 9.0 eV
total charge: 0
HOMO energy: -8.4 eV
LUMO level: 0.021 hartree
relative energy (zero: lowest compared OMol25 entry of this formula, charge and spin): 409.3 kJ/mol

Bonds (Å) are listed after each position.
Atoms and positions in Å:
1 C -1.027 1.388 0.029  C2 1.517, H8 1.095, H9 1.096, H10 1.095
2 C -0.151 0.180 0.300  C1 1.517, C3 1.513, N4 1.523, C5 1.482
3 C -0.904 -1.131 0.349  C2 1.513, H11 1.096, H12 1.094, H13 1.096
4 N 1.051 0.228 -0.634  C2 1.523, C5 1.708, C6 1.352, H14 1.014
5 C 1.086 0.500 1.052  C2 1.482, N4 1.708, H15 1.108
6 C 1.807 -0.817 -1.041  N4 1.352, N7 1.159
7 N 2.546 -1.651 -1.360  C6 1.159
8 H -1.664 1.539 0.906  C1 1.095
9 H -1.664 1.272 -0.855  C1 1.096
10 H -0.403 2.283 -0.060  C1 1.095
11 H -1.629 -1.223 -0.468  C3 1.096
12 H -0.234 -1.997 0.335  C3 1.094
13 H -1.460 -1.156 1.293  C3 1.096
14 H 1.132 1.056 -1.214  N4 1.014
15 H 1.514 -0.471 1.368  C5 1.108

Atomic partial charges in e from the natural (NBO) method, atoms 1 to 2: number 1, C, carries -0.627; number 2, C, carries 0.078



One molecule with the formula C5H8N2 in a non-equilibrium geometry. Source: the OMol25 dataset; level of theory: wB97M-V/def2-TZVPD.

HOMO-LUMO gap: 10.9 eV
total charge: 0
HOMO energy: -10.1 eV
LUMO level: 0.029 hartree
relative energy (zero: lowest compared OMol25 entry of this formula, charge and spin): 230.8 kJ/mol
structure (SMILES): N#C[C@H](N)C1CC1

Bonds (Å) are listed after each position.
Atoms and positions in Å:
1 N 1.245 -1.631 1.423  C2 1.159
2 C 0.356 -1.653 0.680  N1 1.159, C3 1.497
3 C -0.590 -0.877 -0.183  C2 1.497, N4 1.443, C5 1.532, H8 1.096
4 N -0.903 -1.309 -1.524  C3 1.443, H9 1.012, H10 1.014
5 C 0.217 0.423 -0.232  C3 1.532, C6 1.475, C7 1.474, H11 1.089
6 C 0.919 0.976 0.942  C5 1.475, C7 1.605, H12 1.089, H13 1.095
7 C -0.216 1.781 0.142  C5 1.474, C6 1.605, H14 1.098, H15 1.086
8 H -1.526 -0.753 0.375  C3 1.096
9 H -1.603 -2.041 -1.546  N4 1.012
10 H -0.072 -1.635 -2.004  N4 1.014
11 H 0.862 0.447 -1.109  C5 1.089
12 H 0.563 0.739 1.944  C6 1.089
13 H 2.009 1.075 0.927  C6 1.095
14 H -0.196 2.548 -0.643  C7 1.098
15 H -1.064 1.910 0.808  C7 1.086

Atomic partial charges in e from the natural (NBO) method, atoms 1 to 2: number 1, N, carries -0.327; number 2, C, carries 0.246